33
Properties=species:S:1:pos:R:3:mulliken_charge:R:1 method="wB97M-V/def2-TZVPD" lumo_ha=0.01001 charge=0 orbital_gap_ha=0.3250
C 0.8525 1.8479 -2.1798 -1.36
C 1.6914 1.3566 -1.0193 0.53
C 2.2506 2.1291 -0.0721 -0.26
C 2.8622 1.3975 1.1090 -0.24
C 2.2079 0.4701 1.8180 -0.28
N 0.8441 0.3109 1.5480 -0.29
C 0.4279 -0.3658 0.6118 -0.31
C -1.0564 -0.3880 0.3400 2.26
C -1.3023 -0.7482 -1.1536 -1.71
C -1.7475 0.9602 0.5912 -2.57
C -1.6764 -1.4964 1.2646 -1.85
S 1.4425 -1.7149 -0.1633 1.26
N 0.7797 -3.1971 0.5795 -0.64
O 1.3137 -1.8016 -1.6068 -0.69
O 2.6979 -1.6899 0.4749 -0.63
H -0.1161 1.3266 -2.2666 0.15
H 1.5595 1.5730 -2.9411 0.40
H 0.6351 2.8971 -2.2311 0.37
H 1.8883 0.2572 -1.1821 0.18
H 1.9499 3.2308 -0.0066 0.21
H 3.9110 1.5563 1.4790 0.29
H 2.7070 0.1206 2.6865 0.45
H -1.7888 0.0957 -1.6961 0.43
H -2.0519 -1.5290 -1.2764 0.41
H -0.3409 -1.2752 -1.5960 0.40
H -1.6107 1.7360 -0.1232 0.44
H -2.7613 0.8259 0.5134 0.70
H -1.6863 1.4463 1.4729 0.50
H -2.4354 -1.9973 0.7667 0.44
H -2.1916 -0.9721 2.1655 0.33
H -0.9855 -2.2418 1.5603 0.54
H -0.1543 -3.3839 0.3196 0.21
H 1.3798 -3.9482 0.3711 0.34